{
  "formula": "C8H13O4P",
  "method": "ωB97M-V/def2-TZVPD",
  "species": ["P", "O", "O", "O", "O", "C", "C", "C", "C", "C", "C", "C", "C", "H", "H", "H", "H", "H", "H", "H", "H", "H", "H", "H", "H", "H"],
  "coordinates": [[0.011, 1.400, -0.724], [-0.866, -2.363, -0.916], [-0.021, 1.372, -2.150], [-2.247, -0.598, -0.303], [-1.263, 2.122, -0.114], [0.224, -0.131, 0.094], [-1.578, 2.384, 1.279], [1.477, -0.915, 0.260], [3.750, -0.748, -0.721], [-1.130, -1.263, -0.493], [0.739, -0.449, 1.453], [2.754, -0.241, -0.056], [-3.506, -1.161, -0.828], [4.763, -0.176, -0.945], [3.793, -1.808, -0.848], [1.071, 2.126, -0.145], [-3.572, -0.740, -1.802], [0.380, -1.348, 2.076], [2.910, 0.595, 0.509], [1.301, 0.311, 2.024], [-1.376, 3.386, 1.380], [-0.981, 1.682, 1.784], [1.248, -2.003, 0.113], [-3.462, -2.273, -0.762], [-4.287, -0.974, -0.078], [-2.640, 2.144, 1.541]],
  "lowdin_spin": [0.008, 0.001, 0.001, 0.003, 0.004, 0.066, 0.000, 0.101, 0.850, 0.010, 0.043, 0.748, 0.002, 0.039, 0.063, 0.005, 0.000, 0.004, 0.048, 0.002, 0.000, 0.000, 0.003, 0.000, 0.000, 0.000],
  "multiplicity": 3,
  "total_energy_ev": -25978.4664,
  "charge": 0,
  "homo_ha": [-0.19068, -0.36637],
  "gap_ev": [5.85, 7.92],
  "lumo_ev": [0.7, -2.0]
}